Entry 1:
Entry from OMol25: C4H7NO in the gas phase at a distorted geometry (ωB97M-V with the def2-TZVPD basis set).

Cartesian coordinates (Å):
C  1.002  -0.491  -1.136
C  0.307  0.579  -0.334
C  -1.168  0.474  -0.220
N  -1.265  -0.492  0.889
C  -0.339  -0.306  1.756
O  0.734  0.396  1.531
H  1.814  -0.876  -0.521
H  1.448  -0.069  -2.049
H  0.344  -1.320  -1.428
H  0.799  1.522  -0.237
H  -1.655  1.428  0.041
H  -1.697  0.052  -1.092
H  -0.497  -0.784  2.727

Values from the calculation:
charge = 0
HOMO level = -9.144 eV
F_max = 2.47 eV/A
total energy = -286.5370 hartree

Mulliken atomic charge list, values in e, 2 entries: -1.200 0.360

---

Entry 2:
Entry from OMol25: C4H7NO in the gas phase (ωB97M-V with the def2-TZVPD basis set).

Cartesian coordinates (Å):
C  2.266  0.027  0.073
C  1.029  0.178  -0.718
N  0.022  0.862  -0.575
C  -1.258  0.851  -0.408
C  -1.747  -0.537  -0.106
O  -0.916  -1.054  0.923
H  2.226  0.269  1.144
H  2.947  0.725  -0.428
H  2.676  -0.976  -0.071
H  -0.961  -0.316  1.546
H  -1.867  1.720  -0.597
H  -1.624  -1.181  -0.996
H  -2.793  -0.568  0.213

Values from the calculation:
charge = 0
HOMO level = -7.559 eV
F_max = 0.78 eV/A
total energy = -286.4956 hartree

Mulliken atomic charge list, values in e, 2 entries: -0.781 0.000

---

Entry 3:
Entry from OMol25: C4H7NO in the gas phase (ωB97M-V with the def2-TZVPD basis set).

Cartesian coordinates (Å):
C  -0.280  -1.598  0.980
C  -0.083  -0.405  0.103
N  -0.167  -0.430  -1.165
C  0.089  0.908  -1.646
O  0.322  1.759  -0.527
C  0.246  0.971  0.637
H  0.621  -1.797  1.572
H  -1.098  -1.429  1.690
H  -0.509  -2.477  0.375
H  -0.774  1.272  -2.219
H  0.966  0.904  -2.307
H  -0.531  1.346  1.320
H  1.199  0.977  1.187

Values from the calculation:
charge = 0
SMILES = CC1=NCOC1
HOMO level = -9.594 eV
F_max = 0.42 eV/A
total energy = -286.5884 hartree

Mulliken atomic charge list, values in e, 2 entries: -1.188 0.742

---

Entry 4:
Entry from OMol25: C4H7NO in the gas phase (ωB97M-V with the def2-TZVPD basis set).

Cartesian coordinates (Å):
C  -0.895  1.748  0.113
C  -0.642  0.337  -0.338
O  -1.490  -0.329  -0.903
C  0.740  -0.224  -0.127
C  0.817  -1.525  0.590
N  0.979  -1.465  -0.848
H  -0.259  2.418  -0.476
H  -0.620  1.874  1.166
H  -1.942  2.014  -0.039
H  1.550  0.485  0.028
H  -0.095  -1.823  1.092
H  1.742  -1.815  1.083
H  0.114  -1.695  -1.340

Values from the calculation:
charge = 0
SMILES = CC(=O)[C@H]1CN1
HOMO level = -9.884 eV
F_max = 0.56 eV/A
total energy = -286.5683 hartree

Mulliken atomic charge list, values in e, 2 entries: -1.198 0.748

---

Entry 5:
Entry from OMol25: C4H7NO in the gas phase (ωB97M-V with the def2-TZVPD basis set).

Cartesian coordinates (Å):
C  1.118  1.715  -0.834
N  0.742  0.376  -0.477
C  -0.484  0.096  -0.589
C  -1.051  -0.837  0.421
C  -0.240  -1.901  1.016
O  -0.406  -0.675  1.686
H  1.008  2.246  0.120
H  0.451  2.204  -1.562
H  2.163  1.777  -1.132
H  -1.180  0.674  -1.220
H  -2.136  -0.852  0.489
H  -0.731  -2.745  1.495
H  0.746  -2.078  0.586

Values from the calculation:
charge = 0
SMILES = C/N=C/[C@H]1CO1
HOMO level = -9.480 eV
F_max = 0.54 eV/A
total energy = -286.5185 hartree

Mulliken atomic charge list, values in e, 2 entries: -0.732 -0.339

---

Entry 6:
Entry from OMol25: C4H7NO in the gas phase (ωB97M-V with the def2-TZVPD basis set).

Cartesian coordinates (Å):
O  2.076  0.683  0.044
C  0.958  0.203  -0.658
C  0.249  -1.061  -0.120
C  -1.123  -0.419  0.071
N  -1.226  0.195  1.274
C  -0.346  0.932  -0.574
H  1.748  1.059  0.872
H  1.308  0.035  -1.686
H  0.705  -1.358  0.823
H  0.216  -1.874  -0.840
H  -1.999  -0.831  -0.437
H  -2.210  0.491  1.394
H  -0.355  1.945  -0.163

Values from the calculation:
charge = 0
HOMO level (spin up / spin down) = -8.649 / -8.770 eV
F_max = 0.96 eV/A
total energy = -286.4452 hartree

Mulliken atomic charge list, values in e, 2 entries: -0.581 0.243

---

Entry 7:
Entry from OMol25: C4H7NO in the gas phase (ωB97M-V with the def2-TZVPD basis set).

Cartesian coordinates (Å):
C  -2.144  -0.969  0.113
C  -1.436  0.008  -0.455
N  -0.061  -0.109  -0.725
C  0.785  0.348  0.105
C  2.247  0.260  -0.223
O  0.430  0.947  1.259
H  -1.638  -1.805  0.591
H  -3.223  -1.014  0.039
H  -1.901  0.928  -0.820
H  2.680  1.253  -0.378
H  2.848  -0.257  0.532
H  2.295  -0.296  -1.159
H  -0.554  0.909  1.261

Values from the calculation:
charge = 0
SMILES = C=C/N=C(/C)O
HOMO level = -9.154 eV
F_max = 0.70 eV/A
total energy = -286.5783 hartree

Mulliken atomic charge list, values in e, 2 entries: -0.450 -0.502

---

Entry 8:
Entry from OMol25: 2 unconnected molecules or ions with the total composition C4H7NO at a distorted geometry (ωB97M-V with the def2-TZVPD basis set).

Cartesian coordinates (Å):
C  -1.392  -0.031  1.313
C  -0.608  -0.182  0.028
C  -0.104  1.094  -0.606
O  -0.399  -1.278  -0.457
H  -1.976  -0.934  1.496
H  -0.680  0.105  2.136
H  -2.041  0.851  1.291
H  -0.953  1.621  -1.061
H  0.642  0.882  -1.374
H  0.324  1.767  0.145
C  2.398  -1.336  -0.971
N  3.133  -0.449  -1.016
H  1.658  -2.111  -0.924

Values from the calculation:
charge = 0
SMILES = CC(C)=O.C#N
HOMO level = -10.058 eV
F_max = 1.05 eV/A
total energy = -286.5828 hartree

Mulliken atomic charge list, values in e, 2 entries: -1.099 0.799